(1)
Density functional theory data (the ωB97M-V functional and the def2-TZVPD basis) for C13H22CrF3N4O4S as an isolated structure.

The molar mass comes out at 439.40 g mol⁻¹. The net charge is +1. Its multiplicity is 5. The calculation puts the orbital gap (spin up / spin down) at 8.668 / 8.884 eV. Its LUMO energy (spin up / spin down) is -3.438 / -3.645 eV. Its HOMO energy (spin up / spin down) is -12.1064 / -12.5287 eV.

Element x y z (Å)
1 Cr 0.67720 -0.24022 -0.11041
2 S 1.02200 -2.93632 -0.39411
3 F 3.29090 -3.52762 -1.77071
4 F 3.60550 -2.38152 0.02929
5 F 2.70320 -1.44332 -1.68921
6 O 0.96820 -2.12852 0.82199
7 O 0.25490 -2.26612 -1.43621
8 O 2.56760 0.11608 0.46339
9 O 0.82850 -4.32832 -0.23321
10 N 0.40790 1.73858 -0.16381
11 N -1.78970 -1.18952 0.49159
12 N -1.37830 -0.41942 -0.63701
13 N 3.51090 1.89048 -0.55511
14 C -0.61850 2.23238 0.56049
15 C 4.75440 0.73258 1.18529
16 C -3.27660 -2.77212 1.48159
17 C -3.21930 -1.56522 0.54819
18 C -0.14700 4.48168 -0.08081
19 C 3.52570 0.89088 0.34119
20 C 0.95430 3.99268 -0.76791
21 C -0.93180 3.57138 0.61969
22 C -3.99970 -0.39682 1.15159
23 C 2.42080 2.08448 -1.50351
24 C 1.20120 2.63038 -0.79911
25 C 2.77370 -2.60702 -0.98361
26 C -3.78130 -1.93992 -0.82711
27 H -1.77380 3.89128 1.21199
28 H -0.37790 5.53298 -0.08101
29 H 2.17220 1.11318 -1.95091
30 H -2.77770 -2.53902 2.41989
31 H -1.23620 -2.04542 0.49299
32 H 4.29280 2.52518 -0.59621
33 H 1.61560 4.65958 -1.29791
34 H -3.14390 -2.67552 -1.31671
35 H 5.61930 1.23978 0.77079
36 H -1.18090 1.51388 1.14409
37 H -3.97690 0.47998 0.50709
38 H -2.78240 -3.62712 1.02229
39 H -4.76340 -2.38362 -0.69211
40 H -1.99250 0.40058 -0.68591
41 H -3.57670 -0.13732 2.11729
42 H -1.50340 -0.94732 -1.51381
43 H 4.57440 1.12018 2.18739
44 H -5.03890 -0.67872 1.29389
45 H 2.75960 2.77538 -2.27641
46 H 4.97220 -0.32862 1.28549
47 H -3.89700 -1.06842 -1.47111
48 H -4.30930 -3.04032 1.68629

Atomic forces in eV per Å
Cr -0.2 -0.3 0.3
S 0.7 -1.1 -1.1
F -0.3 -0.1 0.1
F 0.0 -0.3 0.1
F 0.2 -0.1 -0.2
O -0.1 0.7 0.6
O 0.0 0.0 -0.3
O 0.1 0.1 0.2
O 0.1 -0.3 0.1
N -0.1 1.9 -0.1
N -0.2 -0.3 0.5
N -0.4 -0.1 -0.5
N 0.1 -0.1 -0.1
C 0.2 -0.2 0.0
C -0.1 -0.1 0.1
C 0.1 0.2 -0.1
C -0.3 0.0 -0.1
C 0.1 -0.5 0.1
C 0.3 0.3 -0.1
C -0.2 0.0 0.0
C 0.1 0.3 -0.1
C 0.2 -0.3 -0.1
C -0.2 -0.3 0.3
C -0.1 -0.2 0.1
C 0.0 0.3 0.0
C 0.1 0.0 0.3
H -0.1 0.0 0.0
H 0.0 0.2 0.0
H 0.1 0.2 -0.1
H 0.0 0.0 0.1
H -0.1 0.3 0.0
H 0.0 -0.2 0.0
H 0.1 0.1 -0.1
H 0.0 -0.1 -0.1
H 0.0 0.1 -0.1
H -0.1 -0.1 -0.1
H 0.0 0.2 -0.1
H 0.0 -0.1 0.0
H -0.1 0.0 -0.1
H 0.4 -0.3 0.1
H 0.0 0.1 0.2
H 0.0 0.2 0.3
H -0.1 0.0 0.0
H -0.1 0.0 0.0
H -0.1 -0.2 0.0
H 0.0 0.0 0.0
H 0.0 0.0 -0.1
H -0.1 0.0 0.0

Here are the Mulliken charges for atoms 1 to 5, given in e:
1 Cr 0.8574
2 S 1.3061
3 F -0.2168
4 F -0.2420
5 F -0.2533

(2)
Density functional theory data (the ωB97M-V functional and the def2-TZVPD basis) for C13H22CrN4O3S as an isolated structure.

The molar mass comes out at 366.41 g mol⁻¹. The net charge is +2. Its multiplicity is 5. The calculation puts the orbital gap (spin up / spin down) at 6.123 / 6.187 eV. For the energy above the lowest of the compared OMol25 structures with the same formula, charge and spin, the calculation gives 10.4 kcal/mol. Its LUMO energy (spin up / spin down) is -7.012 / -6.998 eV. Its HOMO energy (spin up / spin down) is -13.1356 / -13.1846 eV.

Element x y z (Å)
1 Cr -0.12351 -0.05821 -0.76136
2 S 1.46857 -0.61292 0.85344
3 O -0.23366 -0.75536 -2.94725
4 O 2.46472 2.45670 -2.30726
5 O 0.59004 1.67653 -1.38924
6 N 0.83881 -2.07700 2.97856
7 N -1.31468 -1.64140 0.14501
8 N -0.71693 -2.17878 1.34752
9 N 1.42871 0.81015 -3.43916
10 C -1.00284 0.72306 -6.94920
11 C 0.46364 -0.18631 -3.87264
12 C 0.47668 -1.67825 1.76067
13 C -0.01985 -1.80367 -5.93021
14 C -1.51054 -1.30314 -8.24878
15 C -1.67059 -1.83070 -9.65661
16 C 1.44144 1.64020 -2.35233
17 C -1.43394 0.12595 -8.12175
18 C -1.82450 1.03001 -9.26577
19 C 2.40620 1.33800 -4.37158
20 C -1.37875 -2.10182 -7.09555
21 C 3.23512 2.25783 -3.52932
22 C 0.59080 -0.63462 -5.26034
23 H -0.76416 1.76207 -6.84773
24 H 2.97772 0.52525 -4.81452
25 H 0.80655 -2.19163 -6.57054
26 H 3.41268 3.20926 -4.05173
27 H 0.25521 -2.71857 3.55779
28 H -2.69749 -1.73486 -10.04789
29 H 4.22004 1.81325 -3.33887
30 H -2.25700 -1.29375 0.38307
31 H 1.88398 1.91620 -5.12767
32 H 1.20540 0.08798 -5.83340
33 H -0.98468 -3.13128 -7.30910
34 H -1.45010 -2.90142 -9.71677
35 H -1.15496 0.92379 -10.12852
36 H -1.44980 -2.38052 2.04572
37 H -1.00656 -1.35300 -10.37739
38 H -0.38827 -2.48728 -5.16061
39 H -1.81158 2.07904 -8.95225
40 H -1.49416 -2.38372 -0.54607
41 H -2.85489 0.81238 -9.60345
42 H -1.06320 0.03646 -6.12330
43 H 1.73742 -1.80646 3.29441
44 H -2.25242 -2.00643 -6.45974

Atomic forces in eV per Å
Cr -0.4 -0.3 -1.6
S -0.2 -0.5 0.7
O 0.4 1.3 0.2
O -0.1 -0.3 -0.8
O 1.5 -0.7 -1.6
N -1.4 -0.7 -0.3
N -0.2 0.0 0.1
N -1.6 0.4 -0.7
N -0.2 0.7 0.1
C -1.8 -2.1 -1.0
C -0.2 -2.2 -0.9
C 0.1 0.0 0.8
C 0.9 -0.7 0.0
C 0.0 2.1 -1.2
C 0.3 -1.0 0.4
C -1.7 -0.6 1.6
C 0.0 1.5 0.1
C 0.1 0.0 -0.5
C -0.1 -0.2 -0.6
C 2.4 -1.1 1.5
C 1.2 0.5 -0.4
C 0.0 2.3 1.8
H -0.1 0.4 0.0
H 0.0 0.2 -0.1
H -0.8 -0.3 0.6
H -0.2 -0.2 0.6
H 0.9 0.8 -0.8
H 0.2 0.3 0.4
H -0.4 0.2 0.6
H 0.5 0.0 0.0
H 0.0 -0.1 -0.4
H -0.4 -1.1 0.1
H -1.4 0.7 0.1
H -0.1 0.1 0.3
H -0.2 0.0 0.1
H 0.9 -0.1 -0.3
H -0.1 0.3 0.1
H 0.4 -0.2 -0.3
H 0.0 -0.3 -0.1
H 0.4 0.0 0.5
H 0.5 0.0 0.1
H 0.1 1.1 0.3
H 0.7 0.2 0.6
H -0.1 -0.3 0.1

Here are the Mulliken charges for atoms 1 to 5, given in e:
1 Cr 0.5083
2 S -0.3569
3 O -0.8740
4 O -0.2632
5 O -0.6822

(3)
Density functional theory data (the ωB97M-V functional and the def2-TZVPD basis) for one molecule with the formula C13H22N4O3S.

Its SMILES is CCN(CC)CCNS(=O)(=O)c1ccc(C(=O)NN)cc1. The molar mass comes out at 314.41 g mol⁻¹. The net charge is 0. The calculation puts the orbital gap at 8.332 eV. For the energy above the lowest of the compared OMol25 structures with the same formula, charge and spin, the calculation gives 52.6 kcal/mol. Its LUMO energy is 0.104 eV. Its HOMO energy is -8.2284 eV.

Element x y z (Å)
1 S -0.20698 -1.91711 -0.21700
2 O 0.52481 -1.43197 -1.35199
3 O -0.35251 -3.33070 -0.02736
4 O -5.74261 1.93603 -0.22659
5 N -8.01386 0.45130 -0.02960
6 N -6.70812 -0.06830 0.08904
7 N 3.72749 0.20432 0.21400
8 N 0.41658 -1.28660 1.20526
9 C 4.60268 -0.04127 -2.06587
10 C -4.31144 0.02829 -0.11842
11 C 5.34011 1.97978 0.74608
12 C -2.04339 0.00408 -0.92310
13 C 2.81548 -0.75765 0.77922
14 C -4.07089 -1.13913 0.60347
15 C -3.28957 0.60261 -0.87034
16 C -1.82496 -1.15744 -0.20947
17 C 3.98160 1.35691 1.05464
18 C -2.82035 -1.72942 0.55875
19 C -5.62807 0.73109 -0.09525
20 C 3.47639 0.50702 -1.19118
21 C 1.39325 -0.22707 1.07591
22 H 0.70641 -2.03010 1.82213
23 H 2.53371 0.05494 -1.51419
24 H 3.25280 -1.14856 1.70509
25 H -2.60116 -2.63629 1.09901
26 H -3.49391 1.51722 -1.40598
27 H 3.39308 1.58995 -1.33466
28 H 3.19750 2.12883 0.95582
29 H 4.67248 -1.11824 -1.94211
30 H 2.72165 -1.58453 0.07071
31 H 1.05741 0.39581 0.24581
32 H 5.35784 2.40073 -0.25510
33 H -7.92603 1.35898 -0.49168
34 H 6.11596 1.22288 0.81849
35 H 3.98316 1.01438 2.09283
36 H -4.84474 -1.57292 1.21900
37 H -1.24164 0.41344 -1.51671
38 H -8.39299 0.62762 0.90223
39 H 5.55381 2.77419 1.45730
40 H 5.55584 0.39856 -1.78648
41 H -6.65014 -1.06961 -0.02133
42 H 4.40463 0.17733 -3.11228
43 H 1.37871 0.37063 1.99188

Atomic forces in eV per Å
S -0.1 0.0 0.6
O -0.1 0.3 0.1
O -0.2 0.1 0.2
O 0.1 0.1 -0.1
N 0.0 0.1 0.1
N -0.4 -0.2 0.2
N -0.1 0.0 0.2
N -0.3 -0.6 -0.6
C -0.3 0.2 0.0
C 0.3 0.0 -0.1
C -0.3 0.0 0.2
C 0.1 0.0 -0.1
C -0.2 0.1 0.0
C 0.1 0.1 -0.1
C -0.2 0.0 0.1
C 0.4 -0.2 -0.1
C 0.3 0.1 -0.1
C -0.1 -0.2 0.0
C -0.3 0.0 0.2
C 0.3 -0.2 -0.2
C 0.5 0.3 -0.2
H -0.1 -0.3 0.0
H 0.0 0.1 0.0
H -0.1 -0.1 0.0
H -0.1 -0.1 0.1
H 0.0 0.1 0.0
H -0.1 0.0 0.0
H 0.0 -0.1 0.1
H 0.0 -0.1 0.0
H 0.0 0.0 0.1
H 0.1 0.2 0.1
H 0.0 0.1 -0.1
H 0.0 -0.2 0.1
H 0.1 -0.1 0.0
H -0.1 0.0 0.0
H -0.1 0.0 0.1
H 0.0 0.1 -0.1
H 0.3 0.0 -0.2
H 0.1 0.1 0.0
H 0.1 0.0 0.0
H 0.1 0.2 -0.2
H 0.0 0.0 -0.2
H 0.0 0.0 -0.1

Here are the Mulliken charges for atoms 1 to 5, given in e:
1 S 1.3517
2 O -0.6122
3 O -0.7547
4 O -0.6650
5 N -0.8622